## w
A molecular structure, C7H10N. Source: the OMol25 dataset; level of theory: the ωB97M-V functional and the def2-TZVPD basis.

```
! wB97M-V def2-TZVPD RIJCOSX def2/J DEFGRID3
* xyz 1 1
C -2.11 -0.12 -0.88
C -0.77 0.04 -1.44
C 0.60 0.33 0.84
C -0.07 0.64 1.94
C -2.17 -0.89 0.18
C 1.99 0.16 0.49
C 0.23 0.04 -0.54
N 1.66 -0.15 -0.94
H -2.79 0.29 -1.57
H -0.62 -0.03 -2.49
H -1.14 0.82 1.95
H 0.62 0.99 2.66
H -3.14 -0.99 0.60
H -1.19 -1.22 0.60
H 2.56 1.08 0.46
H 2.58 -0.66 1.08
H 2.04 0.66 -1.41
H 1.72 -0.98 -1.53
*
```

Values from the calculation:
**HOMO-LUMO gap**: 8.63 eV
**Lowest unoccupied orbital energy**: -0.15835 hartree
**E_HOMO**: -0.4756 Eh

---

## x
A molecular structure, C7H10N. Source: the OMol25 dataset; level of theory: the ωB97M-V functional and the def2-TZVPD basis.

```
! wB97M-V def2-TZVPD RIJCOSX def2/J DEFGRID3
* xyz 1 1
C 1.12 1.25 -0.04
C 0.02 1.46 -1.00
C -2.15 0.54 0.52
C -1.44 -0.71 -0.16
C 0.68 0.83 1.22
C -0.81 0.65 0.09
C 2.60 -0.88 -0.04
N 1.91 0.30 0.42
H -0.36 2.43 -1.01
H 0.18 1.11 -2.02
H -2.97 1.23 -0.06
H -2.45 0.38 1.59
H -1.29 -1.66 0.48
H -1.83 -0.87 -1.14
H 0.70 1.03 2.26
H 2.04 -1.67 0.46
H 3.65 -0.93 0.38
H 2.54 -1.06 -1.15
*
```

Values from the calculation:
**HOMO-LUMO gap**: 8.91 eV
**Lowest unoccupied orbital energy**: -0.17870 hartree
**E_HOMO**: -0.5062 Eh

---

Least stable structure: x

---

## w
2 unconnected molecules or ions with the total composition C7H8N2O. Source: the OMol25 dataset; level of theory: the ωB97M-V functional and the def2-TZVPD basis.

```
! wB97M-V def2-TZVPD RIJCOSX def2/J DEFGRID3
* xyz 0 1
N 0.67 1.10 2.18
C -0.16 0.22 1.65
C -0.17 -0.12 0.21
C -1.39 -0.69 -0.45
C -1.03 -1.32 -1.57
C 0.44 -1.05 -1.81
N 0.50 0.44 -2.12
C 0.83 0.66 -0.72
C 1.04 -0.77 -0.40
H -2.40 -0.44 -0.13
H -1.70 -1.77 -2.31
H 0.97 -1.69 -2.52
H 1.35 0.61 -2.66
H 1.29 1.58 -0.37
H 1.81 -1.32 0.15
O -1.30 0.50 2.20
H 1.64 0.94 1.93
H -0.60 1.43 2.87
*
```

Values from the calculation:
**HOMO-LUMO gap**: 9.62 eV
**Lowest unoccupied orbital energy**: 0.02029 hartree
**E_HOMO**: -0.3332 Eh

---

## x
A single C7H8N2O molecule. Source: the OMol25 dataset; level of theory: the ωB97M-V functional and the def2-TZVPD basis.

```
! wB97M-V def2-TZVPD RIJCOSX def2/J DEFGRID3
* xyz 0 1
C -0.27 -1.60 -0.06
C -2.17 -0.01 0.11
C 1.99 -1.12 0.07
C 1.90 0.22 -0.63
C -1.15 0.82 0.80
C -0.18 1.66 -0.06
C -1.53 -1.39 -0.39
N 0.79 -1.63 0.45
N 1.02 1.09 -0.58
O -3.32 0.23 -0.21
H 2.62 -1.15 0.97
H 2.61 -1.87 -0.53
H 2.73 0.36 -1.35
H -1.67 1.59 1.34
H -0.54 0.29 1.45
H -0.66 2.01 -0.86
H 0.05 2.55 0.51
H -2.23 -2.06 -1.05
*
```

Values from the calculation:
**HOMO-LUMO gap**: 9.22 eV
**SMILES**: O=C1C=C=NC/C=N\CC1
**Lowest unoccupied orbital energy**: 0.02300 hartree
**E_HOMO**: -0.3157 Eh

---

Least stable structure: w

---

## w
A gas-phase ion, CHN4S2 (charge -1). Source: the OMol25 dataset; level of theory: the ωB97M-V functional and the def2-TZVPD basis.

```
! wB97M-V def2-TZVPD RIJCOSX def2/J DEFGRID3
* xyz -1 1
C 0.40 0.08 0.05
N 2.38 0.81 0.29
N 1.57 -0.18 0.59
N 0.45 1.25 -0.61
N 1.73 1.69 -0.43
S -0.83 2.16 -1.49
S 2.34 3.07 -1.03
H -0.47 -0.53 0.11
*
```

Values from the calculation:
**HOMO-LUMO gap**: 7.55 eV
**SMILES**: [S-]n1cnn[n+]1[S-]
**Lowest unoccupied orbital energy**: 0.13587 hartree
**E_HOMO**: -0.1417 Eh

---

## x
A gas-phase ion, CHN4S2 (charge -1). Source: the OMol25 dataset; level of theory: the ωB97M-V functional and the def2-TZVPD basis.

```
! wB97M-V def2-TZVPD RIJCOSX def2/J DEFGRID3
* xyz -1 1
C -0.82 -0.55 0.04
N -0.60 0.78 0.00
N 0.73 0.93 -0.01
N 1.24 -0.30 0.00
N 0.32 -1.25 0.05
S 2.82 -0.71 -0.06
S -1.86 2.03 -0.05
H -1.82 -0.93 0.04
*
```

Values from the calculation:
**HOMO-LUMO gap**: 7.44 eV
**SMILES**: [S-]n1cn[n+]([S-])n1
**Lowest unoccupied orbital energy**: 0.13626 hartree
**E_HOMO**: -0.1370 Eh

---

Least stable structure: w